Here is C18H17AsBiBr2N3O9S as an isolated structure from the Open Molecules 2025 dataset. Energies are from ωB97M-V with the def2-TZVPD basis set.

Computed properties:
LUMO, eV: -0.33
Gap between HOMO and LUMO, eV: 7.8

ORCA input file:
```
! RIJCOSX wB97M-V def2-TZVPD def2/J DEFGRID3
* xyz 0 1
Bi 0.23 0.31 0.29
C 3.53 0.93 4.52
O 4.06 1.06 3.19
C 3.16 0.97 2.21
O 1.97 0.77 2.39
N 3.75 1.12 1.00
N 2.96 1.03 -0.14
H 4.38 1.05 5.18
H 3.07 -0.05 4.65
H 2.79 1.71 4.70
H 4.75 1.24 0.95
H 3.21 0.25 -0.73
H 2.91 1.90 -0.64
C -0.95 -3.31 0.45
C -1.81 -2.48 1.36
C -2.78 -3.08 2.19
C -3.55 -2.31 3.01
C -3.39 -0.91 3.02
C -4.12 -0.01 3.83
Br -5.44 -0.65 5.02
C -3.87 1.33 3.77
C -2.90 1.84 2.90
Br -2.60 3.70 2.85
C -2.16 1.03 2.07
O -1.28 1.50 1.21
C -2.41 -0.38 2.15
N -1.64 -1.17 1.35
H -1.11 -4.37 0.62
H 0.11 -3.09 0.61
H -1.17 -3.09 -0.59
H -2.89 -4.16 2.17
H -4.29 -2.76 3.65
H -4.43 2.02 4.40
O -1.93 1.65 -2.57
As -0.25 2.14 -2.65
O -0.10 3.67 -3.18
O 0.35 1.90 -1.08
C 0.62 0.94 -3.90
C 1.04 1.60 -5.05
C 1.69 0.92 -6.07
C 1.94 -0.44 -5.94
C 1.53 -1.11 -4.80
C 0.88 -0.43 -3.78
S 0.49 -1.41 -2.35
O 1.68 -1.37 -1.49
O 0.09 -2.70 -2.82
O -0.62 -0.68 -1.64
H -2.47 2.42 -2.77
H 0.84 2.66 -5.13
H 2.00 1.45 -6.95
H 2.44 -0.99 -6.73
H 1.70 -2.17 -4.69
*
```

Atomic partial charges in e from the natural (NBO) method, atoms 1 to 2:
1 Bi 2.164
2 C -0.255

Here is C33H34CoFGeNO3S4 as an isolated structure from the Open Molecules 2025 dataset. Energies are from ωB97M-V with the def2-TZVPD basis set.

Computed properties:
LUMO (alpha / beta), eV: -5.72 / -9.67
Gap between HOMO and LUMO (alpha / beta), eV: 6.1 / 3.3

ORCA input file:
```
! RIJCOSX wB97M-V def2-TZVPD def2/J DEFGRID3
* xyz 2 6
Co -0.75 0.53 0.79
C 5.53 2.82 -2.47
C 5.71 1.49 -1.76
C 6.37 0.44 -2.64
C 6.72 -0.78 -1.81
C 5.53 -1.23 -0.99
C 5.52 -2.48 -0.43
C 4.40 -2.92 0.29
F 4.45 -4.12 0.85
C 3.26 -2.18 0.39
C 3.24 -0.90 -0.19
C 2.06 -0.08 -0.17
O 0.93 -0.59 0.38
C 2.14 1.22 -0.60
C 3.35 1.68 -1.11
N 4.42 0.92 -1.25
C 4.40 -0.40 -0.82
C 1.02 2.25 -0.53
O 1.31 3.43 -0.45
O -0.17 1.78 -0.56
H 6.51 3.13 -2.85
H 5.19 3.62 -1.81
H 4.86 2.74 -3.32
H 6.32 1.63 -0.87
H 7.27 0.87 -3.09
H 5.69 0.18 -3.46
H 7.56 -0.55 -1.15
H 7.04 -1.60 -2.45
H 6.36 -3.14 -0.54
H 2.41 -2.57 0.92
H 3.42 2.71 -1.42
C -4.14 4.25 0.27
C -4.79 2.97 0.85
S -3.70 1.52 0.90
C -3.53 1.21 2.68
C -2.52 2.07 3.43
S -0.83 2.03 2.76
C -0.55 3.69 2.10
C -1.39 4.12 0.90
S -2.92 4.90 1.38
H -4.90 5.03 0.18
H -3.69 4.06 -0.70
H -5.61 2.72 0.17
H -5.22 3.16 1.83
H -3.24 0.16 2.74
H -4.51 1.30 3.15
H -2.46 1.74 4.46
H -2.82 3.13 3.46
H 0.49 3.68 1.77
H -0.62 4.40 2.93
H -1.58 3.31 0.19
H -0.84 4.90 0.35
Ge -2.01 -1.38 0.16
C -3.06 -1.65 -1.45
C -2.51 -1.80 -2.72
C -3.33 -2.03 -3.82
C -4.71 -2.09 -3.66
C -5.27 -1.92 -2.40
C -4.45 -1.70 -1.31
C -2.28 -2.79 1.47
C -1.33 -3.01 2.47
C -1.51 -3.99 3.44
C -2.66 -4.76 3.42
C -3.63 -4.55 2.45
C -3.44 -3.58 1.48
H 0.15 -2.55 0.58
H -1.44 -1.75 -2.87
H -2.89 -2.15 -4.80
H -5.34 -2.27 -4.52
H -6.34 -1.97 -2.27
H -4.91 -1.56 -0.33
H -0.43 -2.39 2.52
H -0.76 -4.15 4.19
H -2.81 -5.53 4.17
H -4.53 -5.16 2.43
H -4.19 -3.45 0.71
S 0.73 -2.26 -1.79
C 0.27 -1.87 -0.26
*
```

Atomic partial charges in e from the Löwdin method, atoms 1 to 2:
1 Co 0.459
2 C -0.033

Here is C28H37N5O2S2Tc as an isolated structure in a non-equilibrium geometry from the Open Molecules 2025 dataset. Energies are from ωB97M-V with the def2-TZVPD basis set.

Computed properties:
LUMO (alpha / beta), eV: -7.97 / -8.32
Gap between HOMO and LUMO (alpha / beta), eV: 5.4 / 5.1

ORCA input file:
```
! RIJCOSX wB97M-V def2-TZVPD def2/J DEFGRID3
* xyz 2 2
Tc 0.15 0.20 -1.08
C 3.85 1.35 1.12
C 2.97 0.72 0.09
N 1.64 0.82 0.25
N 1.30 1.39 1.40
C 0.06 1.53 1.73
S -1.23 0.98 0.68
S -0.23 2.33 3.23
C -2.01 1.96 3.51
C -2.20 0.50 3.78
C -3.01 -0.27 2.95
C -3.15 -1.63 3.19
C -2.50 -2.22 4.26
C -1.70 -1.45 5.09
C -1.56 -0.10 4.86
C 3.59 0.08 -1.03
C 5.00 -0.05 -1.06
C 5.66 -0.54 -2.16
C 4.95 -0.96 -3.28
C 3.58 -0.92 -3.28
C 2.86 -0.41 -2.17
O 1.58 -0.38 -2.25
H 3.27 2.03 1.74
H 4.67 1.89 0.66
H 4.26 0.58 1.77
H -2.57 2.29 2.64
H -2.27 2.57 4.38
H -3.54 0.19 2.13
H -3.78 -2.23 2.54
H -2.62 -3.27 4.46
H -1.20 -1.91 5.93
H -0.96 0.51 5.52
H 5.57 0.24 -0.20
H 6.74 -0.59 -2.15
H 5.48 -1.31 -4.15
H 3.01 -1.27 -4.12
N 0.02 2.22 -1.97
C 0.10 2.34 -3.44
C -0.99 1.54 -4.13
C -0.85 0.03 -3.98
N -1.24 -0.43 -2.64
H -0.88 2.62 -1.68
H 0.73 2.83 -1.57
H 1.09 1.98 -3.75
H 0.02 3.39 -3.73
H -0.95 1.78 -5.19
H -1.97 1.84 -3.76
H 0.20 -0.26 -4.15
H -1.46 -0.45 -4.75
H -1.35 -1.44 -2.68
H -2.18 -0.07 -2.43
C -4.92 2.36 -0.76
C -4.53 0.93 -0.98
C -5.62 -0.09 -0.85
O -3.38 0.63 -1.26
H -5.66 2.46 0.03
H -5.38 2.73 -1.68
H -4.05 2.97 -0.55
H -6.58 0.33 -1.10
H -5.66 -0.41 0.20
H -5.41 -0.97 -1.46
N 0.04 -1.88 -0.26
C 1.12 -2.11 0.67
C 0.98 -1.75 2.00
C 2.06 -1.88 2.86
C 3.26 -2.38 2.39
C 3.39 -2.75 1.06
C 2.32 -2.61 0.20
H -0.85 -2.00 0.22
H 0.10 -2.57 -1.01
H 0.03 -1.37 2.37
H 1.96 -1.61 3.89
H 4.09 -2.51 3.06
H 4.32 -3.16 0.70
H 2.42 -2.90 -0.84
*
```

Atomic partial charges in e from the Löwdin method, atoms 1 to 2:
1 Tc 1.309
2 C 0.002

Here is C49H46BrN4O7Re as an isolated structure from the Open Molecules 2025 dataset. Energies are from ωB97M-V with the def2-TZVPD basis set.

Computed properties:
LUMO (alpha / beta), eV: 1.35 / 1.20
Gap between HOMO and LUMO (alpha / beta), eV: 5.2 / 5.1

ORCA input file:
```
! RIJCOSX wB97M-V def2-TZVPD def2/J DEFGRID3
* xyz -1 4
Re -2.38 0.51 -2.62
O -3.63 1.98 3.52
C -3.38 2.12 2.17
C -1.52 3.09 0.73
C -1.86 2.48 -0.59
N -2.67 1.46 -0.79
C -3.59 0.89 -0.02
C -3.81 1.12 1.38
C -4.38 -0.14 -0.70
O -5.26 -0.80 -0.18
O -4.04 -0.36 -2.00
C -0.91 2.77 -1.68
O -0.01 3.59 -1.57
O -1.06 2.02 -2.77
H -3.18 2.68 4.00
H -1.00 4.03 0.52
H -4.37 0.33 1.87
Br -1.80 -2.42 -0.91
C -0.24 -1.68 -1.78
C 0.81 -2.78 -2.18
C 1.79 -2.07 -4.33
C 1.25 -0.86 -4.36
C -0.07 -0.46 -3.88
N -0.72 -0.72 -2.78
C -0.87 0.26 -4.95
O -0.36 0.59 -6.00
O -2.13 0.33 -4.65
H 0.53 -3.66 -1.59
H 2.72 -2.23 -4.86
H 1.71 -0.09 -4.97
C -0.46 -5.16 -3.51
C 0.13 -4.03 -4.36
C -1.01 -3.21 -4.94
C 1.24 -3.25 -3.58
C 2.38 -4.23 -3.36
C 3.52 -4.01 -2.67
C 3.92 -2.89 -1.89
C 3.13 -1.88 -1.32
C 3.87 -0.73 -0.64
C 3.33 0.63 -1.09
C 3.96 -0.83 0.88
C 1.77 -1.94 -1.40
N 0.76 -1.14 -0.83
C 0.61 -1.16 0.57
C 0.04 -0.19 1.35
N -0.56 0.94 0.92
C -0.50 2.13 1.35
C 0.54 2.66 2.27
C 0.28 3.62 3.16
C -0.98 4.26 3.49
C -2.19 4.16 2.93
C -2.70 3.40 1.71
C -3.74 4.43 1.10
C -5.07 4.36 1.85
C -4.03 4.37 -0.40
C 1.97 2.19 2.03
C 2.70 3.25 1.21
C 2.72 1.85 3.31
C 0.01 -0.66 2.75
C -0.53 -0.18 3.91
C -0.36 -0.95 5.09
C 0.28 -2.16 5.09
C 0.80 -2.70 3.88
C 1.45 -3.95 3.68
C 1.84 -4.32 2.42
C 1.63 -3.50 1.28
C 1.03 -2.28 1.44
C 0.64 -1.92 2.75
H -1.05 -5.82 -4.13
H -1.12 -4.76 -2.73
H 0.31 -5.76 -3.02
H 0.66 -4.48 -5.20
H -1.65 -2.78 -4.16
H -1.64 -3.86 -5.54
H -0.67 -2.40 -5.59
H 2.30 -5.17 -3.89
H 4.27 -4.79 -2.75
H 4.99 -2.83 -1.68
H 4.89 -0.80 -1.02
H 2.31 0.80 -0.75
H 3.33 0.72 -2.17
H 3.95 1.44 -0.68
H 3.01 -0.62 1.36
H 4.69 -0.10 1.25
H 4.28 -1.82 1.20
H 1.12 3.96 3.76
H -0.92 4.93 4.34
H -2.96 4.76 3.41
H -3.30 5.42 1.28
H -5.59 3.44 1.61
H -5.70 5.20 1.56
H -4.94 4.39 2.93
H -4.50 3.42 -0.68
H -3.14 4.51 -1.01
H -4.72 5.17 -0.64
H 1.92 1.29 1.42
H 2.76 4.19 1.78
H 2.19 3.46 0.27
H 3.72 2.93 1.00
H 2.96 2.74 3.89
H 3.66 1.35 3.07
H 2.14 1.18 3.95
H -1.08 0.75 3.94
H -0.77 -0.57 6.02
H 0.38 -2.73 6.01
H 1.62 -4.61 4.52
H 2.32 -5.28 2.28
H 1.97 -3.85 0.31
*
```

Atomic partial charges in e from the Löwdin method, atoms 1 to 2:
1 Re 1.624
2 O 0.022

Calculated total energy list, top to bottom, in eV: -259440.02214, -182590.38914, -65038.45289, -144024.92944
Energy above the lowest of the compared OMol25 structures with the same formula, charge and spin list, top to bottom, in kcal/mol: 4.2, 71.8, 24.7, 130.6